1.
{
  "formula": "C44H73ClN10O5",
  "method": "the ωB97M-V functional and the def2-TZVPD basis",
  "symbols": ["C", "N", "H", "H", "C", "H", "H", "H", "H", "C", "H", "H", "H", "H", "C", "C", "O", "H", "C", "O", "H", "C", "C", "H", "C", "C", "H", "N", "H", "N", "C", "H", "H", "H", "H", "C", "H", "C", "H", "C", "H", "H", "H", "C", "H", "N", "N", "H", "H", "C", "H", "C", "H", "C", "C", "C", "C", "H", "H", "H", "C", "C", "C", "H", "H", "H", "C", "C", "H", "H", "H", "H", "O", "C", "H", "C", "C", "H", "C", "H", "H", "H", "H", "H", "C", "N", "N", "C", "H", "H", "H", "C", "H", "C", "H", "H", "H", "C", "H", "H", "O", "C", "C", "H", "C", "H", "C", "H", "H", "H", "N", "Cl", "N", "C", "H", "O", "H", "H", "C", "H", "H", "C", "H", "H", "H", "H", "H", "H", "N", "C", "H", "H", "C"],
  "positions_angstrom": [[8.648, 19.817, 7.786], [9.254, 20.180, 5.689], [11.205, 19.779, 14.747], [9.442, 8.462, 11.263], [7.971, 19.703, 5.635], [5.226, 22.080, 12.416], [9.430, 9.186, 13.710], [3.910, 24.443, 15.003], [5.699, 13.452, 9.397], [6.460, 15.426, 8.840], [8.534, 14.915, 12.684], [5.549, 24.581, 13.063], [7.856, 18.586, 15.387], [9.417, 10.859, 13.222], [9.279, 9.506, 11.527], [16.680, 14.704, 17.404], [8.547, 17.444, 12.506], [7.888, 19.393, 12.650], [11.708, 17.098, 13.984], [13.661, 19.420, 19.532], [8.944, 23.216, 13.407], [12.280, 16.732, 15.324], [11.925, 18.377, 9.048], [10.337, 18.409, 11.992], [8.957, 17.665, 16.945], [9.023, 14.498, 13.558], [8.413, 16.188, 9.167], [7.961, 17.805, 16.011], [13.082, 15.994, 15.266], [9.533, 12.925, 10.742], [16.795, 15.126, 16.111], [8.158, 15.527, 7.536], [11.536, 16.488, 11.377], [6.875, 22.530, 12.474], [17.153, 13.922, 17.971], [10.603, 16.295, 11.911], [13.822, 13.957, 16.443], [5.989, 22.448, 13.112], [11.577, 14.035, 12.517], [9.670, 20.265, 6.985], [8.187, 14.383, 14.257], [9.465, 13.518, 13.404], [12.932, 15.219, 12.715], [12.923, 17.463, 8.844], [12.585, 11.492, 16.081], [13.893, 17.704, 9.775], [11.381, 13.327, 18.470], [13.065, 16.736, 8.065], [6.642, 18.187, 12.424], [9.467, 21.875, 11.951], [9.557, 16.045, 18.228], [9.751, 9.863, 12.921], [3.929, 22.708, 14.826], [15.959, 16.266, 15.954], [9.731, 11.809, 10.630], [9.935, 21.497, 14.357], [9.956, 15.467, 14.224], [10.973, 10.156, 10.306], [3.336, 23.629, 13.478], [10.012, 22.080, 15.273], [5.507, 23.739, 13.758], [9.731, 17.525, 11.751], [13.542, 18.771, 10.556], [9.767, 18.380, 16.987], [14.741, 17.182, 9.895], [9.064, 20.841, 14.400], [6.653, 13.958, 9.264], [7.657, 18.458, 12.129], [17.500, 14.810, 15.359], [11.060, 18.527, 8.424], [12.293, 14.472, 14.133], [10.595, 11.429, 17.867], [12.071, 17.669, 19.275], [7.688, 15.792, 16.933], [8.194, 9.651, 11.508], [12.353, 19.255, 10.083], [7.710, 16.119, 8.333], [9.486, 17.682, 10.692], [9.911, 10.370, 10.448], [9.821, 20.440, 4.906], [6.585, 19.153, 7.197], [11.325, 20.416, 13.069], [11.469, 16.442, 15.983], [8.698, 19.835, 8.862], [7.144, 16.704, 16.054], [11.070, 15.930, 13.312], [9.214, 21.301, 11.001], [6.259, 21.399, 14.097], [12.434, 17.586, 13.328], [6.031, 15.935, 9.712], [6.282, 16.606, 15.415], [4.072, 23.648, 14.279], [10.707, 20.516, 7.132], [12.014, 14.807, 13.136], [12.821, 17.573, 15.763], [7.430, 19.690, 4.705], [10.117, 15.426, 11.476], [12.964, 13.540, 16.950], [7.178, 13.960, 10.221], [10.782, 13.557, 19.241], [12.230, 19.359, 17.658], [15.312, 16.459, 17.142], [11.211, 20.669, 14.126], [14.187, 19.104, 11.351], [11.305, 12.213, 17.678], [10.846, 9.914, 12.916], [12.341, 12.281, 16.773], [12.569, 15.104, 18.495], [15.573, 15.501, 18.995], [7.501, 17.121, 7.966], [15.763, 15.513, 18.010], [12.329, 19.085, 19.084], [6.504, 20.585, 14.883], [7.427, 13.185, 8.314], [7.319, 14.800, 17.133], [11.361, 19.865, 19.807], [12.059, 21.235, 14.513], [9.423, 16.376, 14.479], [12.361, 14.161, 18.013], [10.918, 17.828, 14.137], [10.666, 23.147, 13.146], [7.567, 19.509, 6.925], [11.817, 20.150, 10.354], [5.595, 15.487, 8.167], [10.376, 15.093, 15.152], [7.647, 18.716, 11.064], [14.626, 17.221, 17.467], [15.914, 16.940, 15.114], [8.068, 12.605, 7.553], [8.864, 16.400, 17.482], [9.457, 10.161, 9.472], [6.168, 24.034, 14.576], [9.775, 22.522, 13.222]],
  "multiplicity": 1,
  "total_charge": 0,
  "homo_lumo_gap_ha": 0.299
}



2.
{
  "formula": "C44H80F6N14O2P",
  "method": "the ωB97M-V functional and the def2-TZVPD basis",
  "symbols": ["H", "C", "P", "H", "H", "C", "H", "H", "H", "H", "H", "H", "H", "H", "C", "N", "C", "H", "H", "C", "H", "H", "H", "H", "C", "C", "H", "C", "H", "N", "H", "N", "H", "H", "N", "C", "C", "H", "F", "H", "H", "H", "C", "H", "N", "N", "C", "H", "H", "H", "H", "H", "H", "O", "C", "H", "F", "H", "H", "H", "H", "H", "H", "H", "C", "H", "O", "C", "N", "F", "H", "C", "H", "C", "H", "H", "H", "C", "C", "H", "H", "H", "C", "H", "F", "C", "N", "H", "H", "C", "C", "C", "H", "N", "H", "C", "H", "H", "C", "H", "C", "H", "H", "C", "C", "C", "C", "C", "N", "H", "C", "H", "N", "H", "N", "H", "H", "C", "C", "C", "N", "C", "F", "H", "H", "C", "N", "H", "C", "C", "H", "C", "H", "H", "H", "H", "H", "H", "H", "H", "H", "C", "H", "C", "F", "C", "H"],
  "positions_angstrom": [[-7.491, -0.321, 7.113], [-0.828, -9.972, 2.605], [0.619, -0.972, 0.693], [0.174, -9.411, -2.753], [-6.514, 8.425, -3.744], [-0.552, -8.744, -0.812], [-7.819, -1.982, -0.371], [4.837, -1.149, 6.028], [-4.382, 10.053, -3.852], [7.787, -4.954, -9.450], [0.603, -8.448, 4.636], [-5.885, 2.651, 5.666], [-4.230, 9.649, -2.164], [-10.210, 2.572, 10.528], [-7.322, 2.749, 8.088], [-7.862, 2.188, 9.267], [6.534, -4.152, -7.774], [-1.430, 5.235, -5.597], [0.862, -1.277, 10.360], [-6.760, 2.010, 5.777], [0.525, -0.270, 9.040], [-9.217, -1.547, 0.583], [7.979, -3.021, -11.303], [7.300, 7.500, 3.553], [-4.860, -3.819, -9.529], [5.138, -1.800, 9.220], [-7.138, 2.527, 11.202], [0.568, -8.631, 1.440], [-4.235, -2.394, -5.624], [-2.418, 6.743, -4.445], [-4.907, -2.764, -9.752], [-7.267, 1.789, 7.100], [-3.949, -5.399, -12.439], [6.013, -1.877, -5.783], [6.032, -2.891, -7.523], [10.160, 8.156, 2.214], [7.733, -0.884, -10.820], [6.179, -2.055, 6.811], [0.411, -0.348, -0.774], [10.455, 6.191, 1.122], [6.270, -5.019, -7.187], [2.930, -0.160, 7.445], [2.358, 0.400, 10.173], [-4.593, -6.399, -7.583], [9.189, 8.531, 3.097], [-0.406, -9.072, 0.549], [-4.425, -5.961, -9.808], [9.980, 10.235, 3.871], [4.365, -1.952, -6.553], [-6.755, 9.996, -2.996], [6.042, -2.377, 9.347], [-5.645, -4.386, -6.337], [8.014, -0.135, -10.080], [-8.405, -0.100, -1.813], [-1.309, 6.257, -5.237], [6.677, -0.783, -11.070], [0.883, -1.519, 2.205], [7.232, 5.471, 1.190], [-1.005, 6.968, -6.006], [9.181, -2.374, -10.132], [-0.485, -7.668, -0.970], [-2.637, 5.111, -2.987], [-7.514, 2.387, 5.087], [2.280, 1.366, 9.675], [9.031, 9.703, 3.938], [-4.125, -6.867, -10.315], [-10.551, -0.767, -1.765], [-2.951, 8.009, -4.429], [-3.950, 8.056, -3.484], [0.876, -2.470, 0.112], [-3.522, -3.721, -12.023], [-3.940, 6.845, -2.820], [6.928, 10.121, 3.103], [7.283, -4.141, -8.948], [8.601, 4.437, 1.733], [5.185, -3.390, -5.756], [1.561, -9.970, 4.192], [-5.104, -3.765, -7.050], [-6.122, 9.108, -2.990], [-0.147, -10.637, -1.672], [-9.322, -2.836, -0.754], [8.218, -0.491, -11.714], [7.903, 10.573, 3.285], [-0.419, 6.234, -4.608], [2.268, -0.696, 0.612], [5.098, -1.944, 6.727], [0.331, -9.151, 2.702], [6.654, -0.990, -8.499], [1.416, -8.073, 1.069], [-9.399, 2.383, 11.232], [5.296, -2.478, -6.343], [3.434, -0.729, 8.212], [-7.054, 3.792, 8.009], [4.567, -1.565, 7.978], [-1.264, -10.417, 3.487], [-9.313, -0.903, -1.436], [0.149, 0.418, 10.532], [-6.220, 8.787, -1.953], [-1.229, -9.933, 1.199], [-1.591, -8.882, -1.112], [-7.944, 0.857, 8.935], [-2.740, 8.784, -5.152], [4.692, -2.888, 6.362], [-4.625, 9.289, -3.114], [-7.604, 0.609, 7.650], [-8.905, -1.893, -0.402], [0.892, -0.228, 10.065], [8.150, -2.322, -10.483], [7.402, -2.810, -9.352], [7.346, 4.953, 2.789], [0.349, -9.667, -1.708], [-3.145, -3.711, -6.001], [3.324, -0.453, 9.535], [-2.095, -10.416, 0.772], [8.674, 6.537, 2.280], [-9.480, 3.098, 12.051], [-9.498, 1.393, 11.676], [-3.010, 6.055, -3.356], [-8.003, 2.798, 10.596], [7.975, 5.297, 1.969], [-4.850, -4.431, -8.287], [4.361, -1.162, 10.168], [-0.936, -1.339, 0.876], [7.704, 11.396, 3.971], [2.080, -8.505, 3.607], [-4.567, -5.742, -8.439], [-4.503, -4.808, -10.451], [11.053, 8.760, 2.148], [-4.247, -4.520, -11.868], [-3.899, -3.050, -6.427], [8.169, 10.834, 2.261], [6.655, -2.069, -8.446], [-8.054, 0.119, 9.716], [4.439, -0.953, 11.224], [1.424, -9.680, -1.529], [-4.618, 6.678, -1.996], [8.941, 9.515, 5.008], [-7.943, 3.882, 10.494], [-6.466, 1.020, 5.428], [-5.181, -4.143, -12.285], [2.622, 0.592, 11.213], [8.272, 7.551, 3.084], [-5.845, -3.016, -7.326], [9.898, 6.885, 1.734], [0.459, 0.532, 1.377], [1.152, -9.008, 3.880], [-3.310, -2.446, -7.117]],
  "multiplicity": 1,
  "relative_energy_kcal_mol": 98.43,
  "total_charge": 5,
  "homo_lumo_gap_ha": 0.097
}